Formula: C34H40BBr2N5O6
Source: OMol25
Level of theory: ωB97M-V/def2-TZVPD

The geometry in XYZ format:
```
88
Properties=species:S:1:pos:R:3:mulliken_charge:R:1
C 1.88 1.50 -5.39 -0.54
C 1.34 1.22 -4.21 -0.76
C 1.13 0.69 -2.69 1.10
C 1.27 1.71 -1.47 -0.34
C 1.65 3.22 -1.87 -1.26
C 0.43 4.04 -2.59 -0.40
N -0.93 3.65 -2.11 0.48
C -1.83 4.84 -1.95 -0.52
C -1.88 5.84 -3.22 -0.76
C -1.58 2.62 -2.97 0.18
C -1.75 2.68 -4.57 -1.07
O -2.02 1.57 -2.37 -0.48
C 1.02 1.21 0.05 0.04
C 1.14 2.24 1.30 -0.12
Br 2.49 1.60 2.67 -0.09
C -0.28 2.65 1.97 -0.08
C -0.34 2.39 3.59 -1.18
Br -1.88 1.85 1.07 0.05
C 0.68 -0.34 0.22 1.05
C 0.39 -0.96 1.71 -0.54
O 1.58 -1.51 2.34 -0.19
C 1.36 -2.91 2.70 0.66
C 0.60 -3.22 4.11 -0.85
O 1.80 -3.86 1.95 -0.54
C 0.57 -1.35 -1.02 -0.23
N 0.27 -2.74 -0.70 -0.18
C 0.17 -3.58 -1.87 0.16
B -0.20 -5.16 -1.67 0.47
O -1.60 -5.57 -1.86 -0.60
O 0.78 -6.19 -1.36 -0.54
C 0.41 -3.02 -3.32 0.08
O 0.31 -3.99 -4.41 -0.43
C 1.65 -4.50 -4.73 -0.21
C 2.37 -3.60 -5.87 -0.93
N 0.75 -1.67 -3.71 -0.47
C 0.80 -0.87 -2.49 0.34
H 2.49 1.70 -6.35 0.37
H 2.48 3.12 -2.69 0.38
H 2.13 3.84 -1.03 0.43
H 0.57 3.91 -3.75 0.15
H 0.66 5.16 -2.39 0.35
H -2.93 4.53 -1.72 0.33
H -1.42 5.44 -1.04 0.35
H -1.25 6.80 -3.00 0.28
H -2.94 6.21 -3.50 0.26
H -1.39 5.39 -4.18 0.20
H -1.06 3.45 -5.07 0.28
H -1.50 1.65 -5.04 0.26
H -2.84 2.93 -4.89 0.29
H 1.61 3.23 0.90 0.24
H -0.40 3.80 1.86 0.45
H -1.40 2.66 4.00 0.30
H -0.15 1.30 3.88 0.28
H 0.39 3.11 4.14 0.37
H -0.13 -0.12 2.30 -0.16
H -0.40 -1.81 1.60 0.49
H -0.21 -2.44 4.37 0.29
H 1.34 -3.21 5.02 0.24
H 0.13 -4.27 4.10 0.31
H -1.62 -5.85 -2.82 0.34
H 0.29 -6.84 -0.80 0.33
H 1.50 -5.57 -5.16 0.31
H 2.36 -4.55 -3.83 0.26
H 1.59 -2.97 -6.46 0.23
H 3.12 -2.89 -5.38 0.22
H 2.93 -4.25 -6.65 0.33
N -5.12 3.24 2.87 -0.43
C -6.39 3.67 3.05 -0.26
C -7.41 3.44 2.15 -0.34
C -7.13 2.72 1.00 -0.31
C -5.83 2.26 0.79 -0.58
C -4.87 2.55 1.75 0.31
H -6.56 4.23 3.96 0.36
H -8.41 3.81 2.34 0.35
H -7.90 2.52 0.27 0.37
H -5.57 1.70 -0.10 0.42
H -3.85 2.21 1.63 0.04
N 5.39 -3.79 7.67 -0.57
C 5.01 -5.05 7.40 -0.17
C 4.48 -5.46 6.19 -0.42
C 4.33 -4.52 5.19 -0.25
C 4.71 -3.21 5.43 -0.37
C 5.23 -2.89 6.67 -0.20
H 5.14 -5.75 8.22 0.35
H 4.20 -6.50 6.04 0.35
H 3.92 -4.80 4.22 0.49
H 4.60 -2.44 4.67 0.42
H 5.54 -1.88 6.91 0.36
```

Values from the calculation:
Orbital gap in hartree: 0.25590
SMILES: C#Cc1c(CCN(CC)C(C)=O)c([C@H](Br)[C@H](C)Br)c(COC(C)=O)c2nc(B(O)O)c(OCC)nc12.c1ccncc1.c1ccncc1
Strongest force on any atom in eV Å⁻¹: 6.76


Formula: C34H40BaFN7O3Te
Source: OMol25
Level of theory: ωB97M-V/def2-TZVPD

The geometry in XYZ format:
```
87
Properties=species:S:1:pos:R:3:mulliken_charge:R:1
Ba 2.68 0.42 0.41 1.51
C -3.21 -1.25 -4.92 -1.01
C -3.15 0.09 -4.22 -0.99
N -2.37 0.04 -2.97 0.14
C -1.07 0.42 -3.01 0.06
C -0.25 0.35 -1.94 0.29
C 1.21 0.71 -1.86 -0.71
O 1.50 1.83 -1.37 -0.72
O 2.04 -0.25 -1.97 -0.68
C -0.72 -0.13 -0.68 1.77
O 0.03 -0.20 0.33 -0.86
C -2.11 -0.53 -0.65 0.68
C -2.67 -1.01 0.55 -0.69
C -3.97 -1.40 0.58 0.21
F -4.51 -1.87 1.72 -0.36
C -4.79 -1.35 -0.56 -1.39
C -4.25 -0.89 -1.74 -0.28
C -2.91 -0.45 -1.80 0.09
N -6.13 -1.80 -0.45 0.29
C -6.27 -3.23 -0.18 -0.58
C -7.76 -3.54 0.02 -0.63
N -8.43 -2.27 0.44 -0.14
C -8.46 -1.28 -0.70 -1.03
C -7.10 -1.33 -1.42 -0.66
H -3.81 -1.17 -5.83 0.38
H -3.66 -2.02 -4.29 0.31
H -2.21 -1.59 -5.20 0.35
H -4.14 0.49 -4.00 0.44
H -2.67 0.83 -4.86 0.46
H -0.71 0.77 -3.97 0.50
H -2.05 -1.06 1.44 0.60
H -4.86 -0.88 -2.63 0.58
H -5.70 -3.48 0.71 0.44
H -5.89 -3.84 -1.01 0.30
H -7.91 -4.30 0.79 0.39
H -8.25 -3.87 -0.89 0.36
H -7.89 -1.86 1.21 0.39
H -9.38 -2.45 0.79 0.33
H -8.65 -0.30 -0.26 0.44
H -9.29 -1.55 -1.35 0.40
H -6.86 -0.33 -1.75 0.49
H -7.16 -1.98 -2.30 0.42
Te 1.20 2.81 2.54 0.21
C 2.46 3.33 4.14 0.32
C 3.84 3.21 4.03 -0.18
C 4.66 3.59 5.09 -0.62
C 4.09 4.08 6.26 -0.46
C 2.71 4.19 6.37 -0.55
C 1.89 3.82 5.31 -0.44
C 1.36 4.64 1.49 0.60
C 0.19 5.32 1.17 -0.42
C 0.27 6.52 0.49 -0.55
C 1.50 7.05 0.13 -0.46
C 2.67 6.36 0.46 -0.65
C 2.59 5.15 1.14 -0.33
H 4.29 2.83 3.12 0.29
H 5.73 3.50 5.01 0.38
H 4.72 4.37 7.08 0.39
H 2.27 4.58 7.28 0.38
H 0.82 3.92 5.40 0.37
H -0.77 4.92 1.47 0.39
H -0.64 7.06 0.24 0.38
H 1.56 7.99 -0.39 0.40
H 3.63 6.77 0.19 0.39
H 3.51 4.63 1.39 0.23
C 5.27 -1.48 -1.38 -0.88
N 6.04 -2.65 -1.76 0.07
C 5.14 -3.80 -1.81 -0.72
N 4.51 -4.05 -0.50 0.08
C 3.76 -2.85 -0.14 -0.86
N 4.62 -1.64 -0.05 0.43
C 5.70 -1.94 0.94 -0.86
N 6.47 -3.11 0.58 0.08
C 7.07 -2.89 -0.74 -0.75
C 5.56 -4.26 0.49 -0.74
H 4.49 -1.29 -2.12 0.31
H 5.94 -0.61 -1.33 0.41
H 5.71 -4.69 -2.09 0.32
H 4.37 -3.63 -2.56 0.36
H 3.29 -3.02 0.84 0.37
H 2.99 -2.67 -0.89 0.40
H 5.24 -2.09 1.92 0.32
H 6.36 -1.07 0.99 0.35
H 7.64 -3.77 -1.02 0.33
H 7.74 -2.04 -0.70 0.35
H 5.11 -4.43 1.47 0.34
H 6.13 -5.14 0.22 0.33
```

Values from the calculation:
Charge: +2
Orbital gap in hartree: 0.27937
Energy relative to the best compared isomer or geometry (same formula, charge and spin) in kJ/mol: 0.0
Strongest force on any atom in eV Å⁻¹: 0.41


Formula: C34H40BaN4
Source: OMol25
Level of theory: ωB97M-V/def2-TZVPD

The geometry in XYZ format:
```
79
Properties=species:S:1:pos:R:3:mulliken_charge:R:1
Ba 0.04 -1.02 0.45 0.96
N 0.84 -2.51 2.86 0.65
N 0.60 -2.26 -1.88 -0.62
C 1.25 2.04 0.15 1.27
C 2.27 1.10 0.45 -0.42
C 2.17 0.77 1.83 -0.04
C 3.05 -0.19 2.56 -1.19
H 3.99 -0.34 2.01 0.42
H 2.55 -1.16 2.69 -0.04
H 3.28 0.18 3.57 0.38
C 1.06 1.46 2.37 1.59
C 0.67 1.52 3.81 -1.66
H 1.14 2.38 4.32 0.26
H 0.95 0.61 4.35 0.37
H -0.42 1.64 3.90 0.28
C 0.51 2.27 1.34 0.29
C -0.53 3.31 1.56 -1.70
H -1.40 2.89 2.09 0.24
H -0.88 3.72 0.61 0.41
H -0.14 4.15 2.17 0.28
C 3.28 0.58 -0.51 -1.15
H 4.22 1.16 -0.46 0.29
H 2.92 0.63 -1.55 0.01
H 3.53 -0.47 -0.30 0.24
C 1.07 2.74 -1.15 -1.19
H 0.03 3.08 -1.28 0.24
H 1.30 2.07 -1.98 -0.04
H 1.72 3.62 -1.24 0.31
C 0.34 -3.31 3.83 -0.94
H 0.78 -3.34 4.84 0.16
C -0.75 -4.16 3.60 -0.27
H -1.26 -4.71 4.41 0.29
C -1.19 -4.30 2.25 -0.29
H -2.10 -4.86 2.05 0.37
C -0.40 -3.84 1.23 0.12
H -0.53 -4.03 0.14 0.25
C 0.98 -3.30 1.71 -0.71
C 2.36 -3.63 1.19 -1.10
H 3.00 -2.58 0.82 0.11
C 0.22 -1.12 -2.32 -0.79
C 1.09 -3.12 -2.86 -0.67
H 1.64 -4.04 -2.49 0.36
C 0.76 -2.43 -4.08 -1.13
H 0.81 -2.74 -5.00 1.07
N 0.11 -1.23 -3.67 0.39
C 0.06 0.04 -4.20 0.66
C 1.20 0.36 -4.93 0.36
C 0.97 1.55 -5.59 -1.01
H 1.66 1.86 -6.40 0.22
C -0.14 2.33 -5.27 1.13
C -0.39 3.52 -6.11 -1.55
H -0.95 4.26 -5.52 0.38
H -1.00 3.19 -6.96 0.27
H 0.57 3.91 -6.45 0.37
C -1.10 1.98 -4.31 -0.83
H -2.00 2.63 -4.18 0.25
C -0.96 0.81 -3.62 0.94
C -1.82 0.40 -2.45 -1.44
H -1.79 -0.68 -2.27 0.49
H -2.89 0.65 -2.61 0.47
H -1.57 0.91 -1.49 0.00
C 2.52 -0.37 -4.97 -1.43
H 2.49 -1.38 -5.40 0.39
H 3.05 -0.44 -4.00 0.15
H 3.21 0.21 -5.62 0.42
N -3.24 -0.82 1.61 -0.20
C -3.18 -0.36 2.93 0.30
C -2.29 -0.95 3.84 0.71
C -2.34 -0.61 5.20 -0.30
C -3.32 0.28 5.66 -0.60
C -4.16 0.94 4.75 -0.45
C -4.07 0.64 3.38 -0.67
H -2.97 -1.81 1.56 0.14
H -4.12 -0.64 1.12 0.23
H -1.62 -1.76 3.50 -0.44
H -1.63 -1.06 5.89 0.40
H -3.43 0.45 6.74 0.34
H -4.89 1.67 5.10 0.34
H -4.75 1.11 2.67 0.30
```

Values from the calculation:
Charge: -2
Orbital gap (alpha / beta) in hartree: 0.09670 / 0.10033
Strongest force on any atom in eV Å⁻¹: 6.77


Formula: C34H40F5N12O4P2Sr
Source: OMol25
Level of theory: ωB97M-V/def2-TZVPD

The geometry in XYZ format:
```
98
Properties=species:S:1:pos:R:3:mulliken_charge:R:1
Sr 1.42 1.67 -0.20 1.51
C 2.13 -2.25 4.18 -1.52
N 2.09 -0.90 3.63 1.22
C 2.23 -0.52 2.37 -0.80
N 1.99 0.78 2.25 0.27
C 1.71 1.14 3.53 -0.74
N 1.75 0.15 4.40 -0.92
C 0.82 -2.97 3.98 1.10
C 0.00 -3.27 5.05 -0.75
C -1.23 -3.88 4.85 -0.79
C -1.66 -4.18 3.57 -0.89
C -0.84 -3.87 2.48 0.18
C 0.40 -3.29 2.69 0.01
C -1.33 -4.12 1.13 0.53
N -2.50 -4.48 0.76 -0.53
N -2.48 -4.55 -0.63 -0.45
C -1.30 -4.21 -0.99 0.38
O -0.49 -3.93 0.07 -0.21
C -0.78 -4.05 -2.34 0.03
C -1.58 -4.41 -3.43 -0.98
C -1.12 -4.20 -4.71 -0.79
C 0.13 -3.63 -4.93 -0.77
C 0.93 -3.27 -3.86 0.94
C 2.28 -2.63 -4.08 -1.57
N 2.27 -1.22 -3.71 1.11
C 2.47 -0.68 -2.51 -0.55
N 2.27 0.63 -2.55 -0.02
C 1.93 0.82 -3.86 -0.60
N 1.91 -0.27 -4.59 -1.01
C 0.48 -3.49 -2.56 0.33
H 2.36 -2.14 5.24 0.43
H 2.96 -2.78 3.71 0.29
H 2.53 -1.18 1.57 0.40
H 1.48 2.15 3.83 0.54
H 0.33 -3.03 6.06 0.42
H -1.86 -4.13 5.70 0.42
H -2.62 -4.64 3.39 0.56
H 1.02 -3.06 1.83 0.57
H -2.55 -4.84 -3.24 0.56
H -1.73 -4.48 -5.56 0.43
H 0.48 -3.46 -5.94 0.42
H 2.57 -2.67 -5.13 0.45
H 3.06 -3.12 -3.49 0.35
H 2.82 -1.24 -1.66 0.51
H 1.72 1.79 -4.29 0.58
H 1.09 -3.22 -1.71 0.59
C -2.51 -1.07 -1.37 -0.84
N -2.56 0.24 -0.71 1.25
C -3.79 0.97 -0.99 -1.17
P -1.53 0.44 0.56 -0.30
O -0.23 -0.23 0.30 -0.73
O -1.23 2.06 0.60 0.11
P -1.05 3.52 -0.08 0.33
O 0.36 3.96 0.06 -1.23
N -2.12 4.49 0.64 0.39
C -1.77 5.91 0.84 -1.04
C -3.54 4.19 0.80 -0.66
N -1.47 3.21 -1.66 0.70
C -1.76 4.41 -2.46 -1.06
C -0.55 2.32 -2.38 -1.04
N -2.20 0.06 1.98 0.86
C -3.51 0.54 2.38 -0.97
C -1.37 -0.41 3.10 -0.30
H -2.74 -0.93 -2.43 0.50
H -3.24 -1.77 -0.94 0.42
H -1.51 -1.49 -1.29 -0.33
H -3.91 1.02 -2.07 0.31
H -3.74 1.99 -0.62 0.32
H -4.66 0.46 -0.57 0.30
H -0.70 6.04 0.75 0.28
H -2.08 6.21 1.84 0.34
H -2.28 6.54 0.10 0.35
H -3.68 3.14 1.04 0.01
H -4.12 4.44 -0.09 0.24
H -3.92 4.77 1.64 0.42
H -2.51 5.03 -1.96 0.31
H -2.18 4.10 -3.42 0.37
H -0.87 5.02 -2.65 0.36
H -0.47 1.39 -1.82 0.03
H 0.43 2.78 -2.55 0.47
H -1.00 2.07 -3.34 0.61
H -4.10 0.86 1.52 0.28
H -3.42 1.38 3.08 0.32
H -4.06 -0.26 2.88 0.32
H -0.40 -0.69 2.73 -0.56
H -1.85 -1.28 3.55 0.29
H -1.26 0.37 3.86 0.39
F 3.90 -0.17 -0.09 -0.23
C 4.62 1.03 -0.08 1.36
C 3.91 2.20 -0.10 -1.00
C 4.70 3.32 -0.13 -0.31
F 4.12 4.55 -0.17 -0.35
C 6.08 3.30 -0.12 -0.15
F 6.81 4.42 -0.15 -0.31
C 6.73 2.07 -0.09 0.85
F 8.07 2.02 -0.09 -0.31
C 5.99 0.90 -0.07 -0.16
F 6.61 -0.29 -0.06 -0.32
```

Values from the calculation:
Charge: +1
Orbital gap in hartree: 0.29169
Energy relative to the best compared isomer or geometry (same formula, charge and spin) in kJ/mol: 93.9
Strongest force on any atom in eV Å⁻¹: 1.31


Formula: C34H40LaN4
Source: OMol25
Level of theory: ωB97M-V/def2-TZVPD

The geometry in XYZ format:
```
79
Properties=species:S:1:pos:R:3:mulliken_charge:R:1
La 0.59 -1.44 0.14 1.11
N 0.94 -2.65 3.56 -0.11
N -0.02 -2.48 -1.99 -0.82
C 1.21 1.87 0.25 0.94
C 2.28 0.97 0.56 -0.74
C 2.18 0.63 1.95 0.32
C 3.15 -0.15 2.76 -1.39
H 4.10 -0.31 2.23 0.39
H 2.76 -1.16 2.99 0.24
H 3.36 0.32 3.73 0.31
C 1.03 1.28 2.47 1.39
C 0.63 1.29 3.90 -1.62
H 1.09 2.08 4.52 0.26
H 0.89 0.33 4.35 0.34
H -0.45 1.41 3.97 0.34
C 0.45 2.06 1.44 0.34
C -0.71 2.98 1.63 -1.54
H -1.55 2.42 2.07 0.15
H -1.05 3.38 0.67 0.36
H -0.51 3.84 2.29 0.30
C 3.38 0.57 -0.36 -0.94
H 4.20 1.31 -0.31 0.34
H 3.06 0.51 -1.42 0.03
H 3.82 -0.41 -0.10 0.30
C 1.04 2.61 -1.03 -1.19
H -0.01 2.86 -1.22 0.21
H 1.38 2.00 -1.88 0.02
H 1.62 3.55 -1.05 0.33
C 0.25 -3.32 4.47 -0.32
H 0.60 -3.12 5.54 0.29
C -0.80 -4.18 4.01 -0.51
H -1.39 -4.64 4.81 0.28
C -1.10 -4.34 2.62 -0.35
H -2.04 -4.95 2.34 0.27
C -0.14 -3.83 1.68 -0.57
H -0.32 -3.97 0.57 0.67
C 1.28 -3.28 2.34 -0.15
C 2.74 -2.89 2.13 -0.80
H 3.64 -3.04 1.21 -0.01
C -0.06 -1.09 -2.29 -0.41
C 0.88 -3.08 -3.00 -0.94
H 1.49 -3.80 -2.47 0.42
C 0.77 -2.36 -4.14 -0.35
H 0.88 -2.64 -5.22 0.63
N 0.08 -1.16 -3.64 0.37
C 0.05 0.13 -4.09 0.75
C 1.15 0.56 -4.85 0.54
C 0.94 1.73 -5.53 -1.11
H 1.72 2.00 -6.27 0.27
C -0.23 2.48 -5.27 1.12
C -0.46 3.67 -6.09 -1.48
H -1.02 4.41 -5.51 0.39
H -1.05 3.38 -6.97 0.27
H 0.50 4.06 -6.41 0.37
C -1.18 2.12 -4.28 -0.97
H -2.09 2.72 -4.05 0.31
C -1.01 0.95 -3.59 1.01
C -1.95 0.53 -2.47 -1.15
H -2.07 -0.55 -2.27 0.39
H -2.95 0.90 -2.75 0.59
H -1.72 1.03 -1.51 0.09
C 2.43 -0.24 -4.86 -1.40
H 2.35 -1.27 -5.23 0.35
H 2.95 -0.27 -3.88 0.11
H 3.06 0.30 -5.55 0.41
N -2.61 -0.93 1.02 -0.21
C -2.90 -0.38 2.31 0.15
C -2.19 -0.86 3.41 0.71
C -2.55 -0.46 4.71 -0.50
C -3.66 0.38 4.91 -0.58
C -4.35 0.89 3.82 -0.55
C -3.95 0.56 2.50 -0.58
H -2.55 -1.95 1.02 0.26
H -3.21 -0.62 0.26 0.18
H -1.37 -1.57 3.25 -0.38
H -1.99 -0.82 5.57 0.43
H -3.98 0.63 5.94 0.34
H -5.22 1.55 3.97 0.35
H -4.49 0.96 1.65 0.33
```

Values from the calculation:
Charge: -1
Orbital gap (alpha / beta) in hartree: 0.17935 / 0.17939
Strongest force on any atom in eV Å⁻¹: 6.28